(1)
The following is a DFT calculation (ωB97M-V with the def2-TZVPD basis set) of 2 unconnected molecules or ions with the total composition C3H6N2O at a distorted geometry.

```
! wB97M-V def2-TZVPD RIJCOSX def2/J DEFGRID3
* xyz 0 1
C 0.51698 0.51865 -1.76938
C 0.77111 0.40335 -0.38892
N -0.44580 0.75149 0.26005
C -1.41948 0.98570 -0.74999
N -0.85249 0.84791 -1.94599
H 1.16020 0.35363 -2.52760
H 1.72724 0.06594 -0.01009
H -0.47507 1.02364 1.17114
H -2.33300 1.32879 -0.57783
O 0.43752 -2.50230 2.22667
H 0.05524 -1.93910 1.46397
H 0.85755 -1.83771 2.84797
*
```

Computed properties:
Calculated total energy in eV: -8234.8738
SMILES string: c1c[nH]cn1.O
E_HOMO in eV: -9.16
Molar mass in g mol⁻¹: 86.09

---

(2)
The following is a DFT calculation (ωB97M-V with the def2-TZVPD basis set) of 3 unconnected molecules or ions with the total composition C12H25N5O3P at a distorted geometry.

```
! wB97M-V def2-TZVPD RIJCOSX def2/J DEFGRID3
* xyz 1 1
C 6.65252 1.58134 2.07892
P 5.43656 0.57134 1.11505
O 6.18175 0.38981 -0.33628
C 4.20938 1.89222 0.74470
C 4.44079 2.79261 -0.31449
N 3.64203 3.77082 -0.64114
N 2.56509 3.86742 0.11849
C 2.19914 3.08326 1.11670
C 3.03199 2.03358 1.48864
C 2.72381 1.10190 2.62345
N 1.30563 0.72964 2.64787
H 6.22523 2.55342 2.31698
H 7.54144 1.77596 1.48521
H 6.87316 1.08972 3.01750
H 7.13746 0.32977 -0.22681
H 5.34264 2.66631 -0.89416
H 1.95945 4.64512 -0.11207
H 1.28533 3.29063 1.64883
H 3.03208 1.55250 3.56637
H 3.31068 0.20287 2.46975
H 1.23653 -0.27785 2.68629
H 0.92304 0.95256 1.73857
C -0.07395 -0.26083 -0.77866
O 0.91402 0.41722 -0.50140
N -1.30934 0.21574 -0.93018
C -2.43188 -0.65493 -1.26045
C -1.53925 1.63913 -0.76144
H -0.00664 -1.34760 -0.92756
H -2.87387 -0.33854 -2.20706
H -3.18561 -0.59868 -0.47615
H -2.10251 -1.68207 -1.34937
H -0.94071 2.20409 -1.47796
H -1.25373 1.94984 0.24598
H -2.59129 1.85684 -0.91832
C -4.42090 -4.16444 -1.25346
O -3.46502 -3.45019 -0.99545
N -5.68132 -3.73136 -1.40262
C -6.77686 -4.63374 -1.70843
C -5.95550 -2.31278 -1.25147
H -4.31797 -5.25298 -1.38556
H -7.24224 -4.35356 -2.65461
H -7.52912 -4.59322 -0.91931
H -6.40651 -5.65288 -1.78784
H -5.38240 -1.74020 -1.98199
H -5.66741 -1.97960 -0.25360
H -7.01571 -2.13023 -1.40146
*
```

Computed properties:
Calculated total energy in eV: -35724.6325
E_HOMO in eV: -11.24
Molar mass in g mol⁻¹: 318.34

---

(3)
The following is a DFT calculation (ωB97M-V with the def2-TZVPD basis set) of 14 unconnected molecules or ions with the total composition C6H40NO14 at a distorted geometry.

```
! wB97M-V def2-TZVPD RIJCOSX def2/J DEFGRID3
* xyz 1 1
O 1.14941 1.59191 3.20062
C 0.12785 2.04320 2.77785
C -0.43823 1.85813 1.36038
C -1.94337 1.42013 1.51143
C -2.06807 -0.02034 1.98927
C -2.70430 1.75102 0.20005
C -4.20765 1.39600 0.26762
N 0.44312 0.86635 0.71629
H -0.54146 2.61041 3.45527
H -0.61459 2.76974 0.79618
H -2.39252 2.10394 2.23066
H -1.67782 -0.21836 2.99444
H -1.72345 -0.77348 1.29154
H -3.13803 -0.20436 2.02454
H -2.24066 1.31162 -0.70142
H -2.47674 2.80962 0.01892
H -4.76604 2.30079 0.51232
H -4.48123 0.59554 0.94156
H -4.51137 0.90713 -0.66571
H 0.01756 0.15189 0.11323
H 1.21103 1.23196 0.13536
H 0.90262 0.34457 1.47340
H 2.87318 -2.52815 -3.47982
H 1.64694 -2.90158 -4.36617
O 1.96688 -2.84384 -3.46194
H -1.66395 -4.13775 1.72541
H -1.77599 -3.05689 0.66250
O -1.12990 -3.55982 1.17554
H 0.84935 2.77944 -2.07520
H 2.17231 3.42467 -1.52036
O 1.30468 3.10156 -1.28908
H -3.55235 -0.86166 -3.58953
H -3.37644 -2.30513 -4.02412
O -3.09538 -1.66776 -3.35747
H 0.59487 -0.17170 -2.17462
H 1.03938 0.13806 -3.57811
O 1.16297 0.45117 -2.67392
H 1.39485 -2.65910 1.86522
H 0.29146 -2.45057 0.99535
O 1.01868 -1.91798 1.38774
H -3.46433 -2.13943 -1.43808
H -4.42253 -1.94367 -0.26124
O -3.52387 -2.18706 -0.47799
H 2.95045 -0.83067 -0.11120
H 2.46147 -0.17623 -1.50238
O 2.45377 -0.10989 -0.54207
H 2.35305 -3.14258 3.87246
H 0.97482 -2.65304 4.46174
O 1.84927 -2.38336 4.17256
H -1.02559 5.44201 -0.87887
H 0.05253 4.44115 -0.92043
O -0.59675 4.80636 -0.29311
H 3.08327 1.82316 -2.19512
H 3.45697 1.32829 -3.56254
O 3.30287 2.14286 -3.07804
H 0.76640 -2.06029 -1.01028
H -0.42082 -2.14296 -2.03812
O -0.04601 -1.64014 -1.30773
H 3.32470 -2.47974 1.78589
H 4.36397 -2.03119 0.94422
O 3.41243 -2.22315 0.85917
*
```

Computed properties:
Calculated total energy in eV: -37020.9490
E_HOMO in eV: -12.87
Molar mass in g mol⁻¹: 350.38

---

(4)
The following is a DFT calculation (ωB97M-V with the def2-TZVPD basis set) of 2 unconnected molecules or ions with the total composition C36H41BCl3FNO9PS at a distorted geometry.

```
! wB97M-V def2-TZVPD RIJCOSX def2/J DEFGRID3
* xyz 0 1
C 3.58478 -4.69163 2.69010
C 3.43982 -4.32779 1.21248
O 2.55828 -3.21860 0.98344
B 3.10592 -1.97493 1.14966
O 4.02035 -1.72213 2.12826
C 2.59016 -0.83004 0.16460
C 3.35334 -0.29893 -0.89487
P 5.05686 -0.79746 -1.39900
C 6.16504 -0.87028 0.06820
C 4.79292 -2.54139 -1.96575
C 4.22627 -2.55459 -3.39435
C 2.81003 0.68640 -1.71217
C 1.51412 1.18587 -1.55049
C 1.03463 2.24034 -2.51745
C 1.90763 3.52436 -2.42146
C 2.28029 3.91549 -1.01616
C 3.51421 3.55999 -0.46991
C 3.87097 3.94588 0.81809
C 3.00380 4.70321 1.60646
C 1.76138 5.03539 1.07845
C 1.40918 4.64841 -0.21030
C 0.75326 0.64083 -0.51972
C 1.30262 -0.34197 0.32011
C 0.40925 -0.85417 1.38863
O 0.78911 -1.08271 2.50608
C -1.00194 -1.03163 0.95863
C -1.71670 -2.13868 1.36847
C -3.02094 -2.28304 0.90713
C -3.72987 -3.51683 1.34921
O -4.86970 -3.58626 1.66262
N -2.87136 -4.71383 1.36811
C -2.71895 -5.25244 2.61929
O -2.32474 -4.69857 3.57527
F -3.04447 -6.54106 2.66242
C -3.61514 -1.33868 0.05756
C -5.01182 -1.55936 -0.46520
C -4.92221 -2.50110 -1.68754
C -2.88670 -0.20087 -0.35468
C -3.47849 0.82473 -1.29277
C -4.11736 2.06356 -0.62316
C -4.90667 1.82172 0.66242
C -3.97601 1.84571 1.89283
S -4.49384 0.68942 3.13273
O -5.25555 1.37176 4.13551
O -5.15762 -0.44244 2.54906
O -3.08362 0.22448 3.69021
C -1.56955 -0.07846 0.11480
C -0.65864 1.05205 -0.25778
O -1.03986 2.19716 -0.29788
H 4.62217 -4.61876 3.00707
H 3.00141 -4.03130 3.32399
H 3.24772 -5.70453 2.89078
H 2.98855 -5.17502 0.70093
H 4.40562 -4.18486 0.73283
H 4.12044 -0.76772 2.20758
H 6.06056 0.00461 0.70190
H 7.17669 -0.83307 -0.33265
H 6.09545 -1.78910 0.64390
H 5.69202 -3.14036 -1.85484
H 4.02092 -2.95889 -1.31848
H 4.28329 -1.56067 -3.83512
H 3.17328 -2.82341 -3.39357
H 4.74043 -3.26444 -4.03521
H 3.42254 1.08446 -2.51037
H 1.11481 1.81609 -3.51870
H -0.01110 2.49594 -2.37512
H 2.78966 3.38286 -3.03954
H 1.32096 4.33993 -2.83745
H 4.23370 2.97695 -1.02905
H 4.82858 3.67597 1.24136
H 3.32843 5.00552 2.58979
H 1.08044 5.61686 1.68358
H 0.43523 4.93342 -0.57738
H -1.25256 -2.85675 2.02749
H -3.19260 -5.39624 0.69076
H -5.65485 -1.96788 0.30059
H -5.44501 -0.63408 -0.82102
H -4.15798 -2.12494 -2.36150
H -5.87711 -2.58298 -2.19960
H -4.64678 -3.49884 -1.34673
H -4.16895 0.36962 -1.99326
H -2.66398 1.20199 -1.90959
H -4.81883 2.47480 -1.35125
H -3.37572 2.83947 -0.47673
H -5.52249 0.93122 0.63301
H -5.59954 2.65290 0.77321
H -4.05544 2.81828 2.36880
H -2.93616 1.71374 1.61060
H -3.25124 -0.47441 4.34428
Cl -0.39160 6.73513 -3.52205
C -1.92201 5.95519 -3.12288
Cl -1.65533 4.39228 -2.34045
Cl -2.90365 7.00032 -2.09611
H -2.46251 5.78386 -4.04400
*
```

Computed properties:
Calculated total energy in eV: -119003.3393
SMILES string: CCOB(O)c1c(P(C)CC)cc(CCc2ccccc2)c2c1C(=O)c1cc(C(=O)NC(=O)F)c(CC)c(CCCCS(=O)(=O)O)c1C2=O.ClC(Cl)Cl
E_HOMO in eV: -8.44
Molar mass in g mol⁻¹: 830.93